Below is a molecular structure, C32H44BaN5O2SeSi at a distorted geometry, with properties calculated with ωB97M-V/def2-TZVPD.

CARTESIAN COORDINATES (ANGSTROEM)
Ba: -1.658 -1.378 -1.487
C: 6.150 1.066 -2.396
C: 5.747 0.233 -1.172
C: 6.612 -1.030 -1.131
C: 6.008 1.047 0.101
C: 4.264 -0.092 -1.271
C: 3.776 -1.391 -1.377
C: 2.410 -1.588 -1.503
N: 1.526 -0.614 -1.526
C: 1.954 0.642 -1.387
C: 3.317 0.929 -1.271
C: 0.912 1.687 -1.342
C: 1.219 3.048 -1.262
C: 0.201 3.989 -1.183
C: -1.103 3.501 -1.173
C: -1.323 2.138 -1.263
N: -0.349 1.256 -1.363
C: 0.436 5.487 -1.110
C: 1.920 5.857 -1.098
C: -0.202 6.011 0.184
C: -0.211 6.133 -2.344
H: 7.211 1.304 -2.361
H: 5.593 1.998 -2.430
H: 5.949 0.514 -3.312
H: 7.661 -0.758 -1.019
H: 6.510 -1.601 -2.050
H: 6.337 -1.660 -0.288
H: 7.072 1.254 0.202
H: 5.675 0.496 0.977
H: 5.480 1.995 0.074
H: 4.422 -2.251 -1.366
H: 2.006 -2.588 -1.586
H: 3.643 1.950 -1.177
H: 2.246 3.365 -1.266
H: -1.952 4.158 -1.096
H: -2.333 1.754 -1.246
H: 2.420 5.409 -0.242
H: 2.022 6.938 -1.022
H: 2.408 5.534 -2.015
H: 0.232 5.497 1.039
H: -1.272 5.831 0.197
H: -0.029 7.080 0.298
H: 0.239 5.730 -3.250
H: -0.064 7.211 -2.339
H: -1.277 5.929 -2.379
C: -6.969 -0.136 -0.325
N: -6.009 -0.778 -1.183
C: -6.189 -2.051 -1.610
C: -5.260 -2.688 -2.346
C: -4.004 -1.999 -2.601
O: -3.045 -2.544 -3.164
N: -3.875 -0.740 -2.170
C: -4.808 -0.090 -1.485
O: -4.688 1.071 -1.121
H: -7.982 -0.293 -0.699
H: -6.725 0.925 -0.320
H: -6.896 -0.517 0.698
H: -7.132 -2.510 -1.327
H: -5.390 -3.697 -2.706
C: -0.056 -3.766 2.151
Si: -1.392 -4.497 0.998
C: -3.141 -3.944 1.543
C: -1.354 -6.419 1.207
C: -1.127 -4.021 -0.787
H: -0.229 -4.008 3.197
H: -0.036 -2.683 2.068
H: 0.936 -4.126 1.889
H: -3.537 -4.531 2.366
H: -3.836 -4.025 0.710
H: -3.127 -2.903 1.852
H: -1.457 -6.743 2.239
H: -0.417 -6.816 0.827
H: -2.154 -6.881 0.633
H: -1.854 -4.528 -1.418
H: -0.136 -4.325 -1.122
Se: -1.007 0.417 2.474
C: -0.940 -0.521 4.100
C: -1.745 -1.630 4.360
C: -1.660 -2.260 5.581
N: -0.851 -1.881 6.568
C: -0.087 -0.824 6.317
C: -0.084 -0.125 5.129
H: -2.422 -1.997 3.604
H: -2.271 -3.133 5.789
H: 0.576 -0.523 7.123
H: 0.575 0.718 4.992

Properties
**LUMO level**: 1.9 eV
**Charge**: -1
**HOMO**: -3.487 eV
**HOMO-LUMO gap**: 0.197 Eh
**Energy relative to the best compared isomer or geometry (same formula, charge and spin)**: 29.90 kcal per mole

Below is a molecular structure, C32H44BrN3P2W at a distorted geometry, with properties calculated with ωB97M-V/def2-TZVPD.

CARTESIAN COORDINATES (ANGSTROEM)
C: 1.133 4.032 -2.881
C: 0.018 3.514 -3.562
C: -0.195 3.966 -4.878
C: 0.720 4.865 -5.454
N: 1.795 5.329 -4.806
C: 1.981 4.932 -3.544
C: -0.867 2.471 -3.004
C: -2.280 2.383 -2.808
C: -3.421 2.066 -3.609
C: -2.978 0.772 -4.042
C: -3.925 -0.310 -4.002
C: -5.341 -0.074 -4.333
C: -5.691 1.289 -4.175
C: -4.811 2.301 -3.742
W: -1.312 0.739 -2.313
P: 2.190 0.298 -2.069
H: -1.036 3.625 -5.483
H: 1.349 3.778 -1.843
H: 0.585 5.203 -6.498
H: 2.872 5.355 -3.046
H: -5.223 3.285 -3.522
H: -2.176 0.798 -4.807
H: -6.738 1.521 -4.351
H: 0.810 0.898 -2.171
C: 2.221 -1.206 -1.047
C: 3.327 -2.217 -1.341
H: 1.250 -1.696 -1.183
H: 2.271 -0.909 0.010
H: 3.225 -3.083 -0.676
H: 3.266 -2.587 -2.369
H: 4.325 -1.796 -1.176
C: 2.732 -0.136 -3.738
C: 2.928 1.047 -4.671
H: 1.957 -0.810 -4.136
H: 3.659 -0.721 -3.630
H: 3.209 0.667 -5.661
H: 2.011 1.639 -4.770
H: 3.724 1.716 -4.321
C: 3.323 1.513 -1.341
C: 4.761 1.056 -1.107
H: 2.862 1.812 -0.388
H: 3.295 2.394 -1.996
H: 5.376 1.916 -0.818
H: 4.830 0.322 -0.297
H: 5.218 0.620 -2.001
Br: -6.446 -1.325 -4.873
P: -2.504 -1.274 -3.100
C: -0.902 -1.959 -2.188
C: -0.805 -3.466 -1.935
H: -0.840 -1.474 -1.185
H: -0.027 -1.684 -2.806
H: 0.080 -3.677 -1.320
H: -1.656 -3.837 -1.372
H: -0.696 -4.016 -2.882
C: -3.709 -2.531 -2.380
C: -4.073 -3.753 -3.235
H: -4.638 -1.996 -2.124
H: -3.277 -2.904 -1.436
H: -4.861 -4.344 -2.748
H: -4.459 -3.472 -4.217
H: -3.217 -4.424 -3.369
C: -2.212 -1.947 -4.846
C: -1.361 -3.173 -5.131
H: -1.798 -1.105 -5.425
H: -3.217 -2.109 -5.267
H: -1.373 -3.348 -6.219
H: -0.316 -3.013 -4.841
H: -1.748 -4.095 -4.679
N: -3.122 2.053 1.159
C: -3.005 1.759 -0.147
N: -1.818 1.143 -0.370
C: -1.145 1.051 0.888
C: 0.186 0.792 1.160
C: 0.661 1.064 2.457
C: -0.184 1.660 3.408
C: -1.516 1.977 3.108
C: -1.978 1.620 1.843
H: -3.925 2.523 1.574
H: -3.743 2.031 -0.889
H: 0.822 0.407 0.355
H: 1.688 0.837 2.742
H: 0.194 1.903 4.400
H: -2.202 2.486 3.780

Properties
**LUMO level (alpha / beta)**: -14.3 / -14.1 eV
**Spin multiplicity**: 3
**Charge**: +4
**HOMO (alpha / beta)**: -19.236 / -19.244 eV
**HOMO-LUMO gap (alpha / beta)**: 0.180 / 0.190 Eh
**Energy relative to the best compared isomer or geometry (same formula, charge and spin)**: 36.04 kcal per mole

Below is 4 unconnected molecules or ions with the total composition C32H44FN2O11 at a distorted geometry, with properties calculated with ωB97M-V/def2-TZVPD.

CARTESIAN COORDINATES (ANGSTROEM)
C: 4.729 3.346 1.495
C: 5.353 1.879 1.184
F: 5.665 1.301 2.495
C: 4.282 0.921 0.493
C: 3.914 -0.420 1.176
C: 2.858 -1.360 0.479
C: 2.576 -2.755 1.237
C: 3.934 -3.612 1.148
O: 3.775 -4.936 0.577
N: 2.217 -0.981 -0.766
C: 1.203 -1.842 -1.449
C: -0.237 -1.138 -1.277
C: -1.268 -1.931 -0.330
C: -2.700 -1.195 -0.523
C: -3.808 -1.826 -1.409
C: -5.169 -1.103 -1.586
C: -5.510 0.256 -0.911
C: -4.360 0.906 -0.046
C: -2.991 0.196 0.149
C: 2.542 0.281 -1.436
O: 1.917 0.628 -2.685
C: 3.602 1.282 -0.855
C: 3.890 2.596 -1.720
C: 4.679 2.086 -3.052
N: 5.454 1.023 -2.853
H: 3.703 3.366 0.982
H: 5.397 4.096 0.938
H: 4.610 3.563 2.607
H: 6.347 1.926 0.614
H: 4.393 -0.763 2.163
H: 2.440 -2.475 2.351
H: 1.639 -3.295 0.877
H: 4.474 -3.655 2.168
H: 4.662 -3.043 0.447
H: 4.682 -5.162 0.245
H: 1.426 -1.843 -2.585
H: 1.213 -2.937 -1.130
H: -0.677 -0.957 -2.333
H: -0.128 -0.077 -0.823
H: -1.311 -3.028 -0.653
H: -0.893 -1.852 0.761
H: -3.593 -2.819 -1.927
H: -5.961 -1.601 -2.242
H: -6.525 0.775 -1.018
H: -4.601 1.917 0.423
H: -2.209 0.732 0.796
H: 1.060 1.089 -2.480
H: 4.445 3.422 -1.166
H: 2.861 2.957 -2.109
H: 4.546 2.565 -4.081
H: 5.901 0.762 -3.749
C: -5.338 3.184 5.819
C: -4.693 3.356 4.462
C: -5.432 2.679 3.348
O: -4.397 2.475 2.389
C: -3.238 2.358 3.099
O: -2.194 1.987 2.637
O: -3.422 2.712 4.402
H: -4.719 3.642 6.595
H: -6.328 3.646 5.844
H: -5.437 2.126 6.080
H: -4.538 4.421 4.254
H: -6.231 3.299 2.936
H: -5.842 1.702 3.624
C: 8.479 -3.931 -0.077
C: 8.186 -5.403 -0.262
C: 9.400 -6.234 -0.554
O: 8.838 -7.348 -1.238
C: 7.713 -6.888 -1.857
O: 7.093 -7.500 -2.677
O: 7.389 -5.635 -1.419
H: 7.548 -3.374 0.066
H: 9.122 -3.765 0.790
H: 8.963 -3.508 -0.961
H: 7.635 -5.787 0.606
H: 9.919 -6.553 0.352
H: 10.114 -5.743 -1.223
C: -8.912 2.920 -3.408
C: -9.774 3.283 -2.219
C: -9.702 4.731 -1.838
O: -10.060 4.691 -0.461
C: -9.670 3.468 0.000
O: -9.638 3.160 1.157
O: -9.317 2.645 -1.030
H: -8.955 1.843 -3.594
H: -9.245 3.443 -4.308
H: -7.861 3.164 -3.226
H: -10.807 2.962 -2.393
H: -10.399 5.349 -2.406
H: -8.696 5.155 -1.919

Properties
**LUMO level**: -3.8 eV
**Charge**: +1
**HOMO**: -10.378 eV
**HOMO-LUMO gap**: 0.243 Eh

Below is a molecular structure, C32H44Ge2N4ORuS2 at a distorted geometry, with properties calculated with ωB97M-V/def2-TZVPD.

CARTESIAN COORDINATES (ANGSTROEM)
Ru: -0.198 -0.145 -0.233
C: 3.925 -0.280 -2.812
C: 2.693 0.530 -2.304
Ge: 2.004 0.501 -0.435
C: 3.133 -0.990 0.440
C: 4.342 -0.459 1.186
C: 2.584 2.273 0.260
C: 1.790 3.252 -0.211
Ge: -0.004 2.319 -0.418
C: -1.171 3.061 1.090
C: -2.338 4.008 0.700
C: -0.651 2.905 -2.269
C: 0.497 3.134 -3.274
C: 2.177 4.579 -0.804
C: 3.535 4.858 -1.161
C: 3.873 6.062 -1.699
C: 2.873 7.069 -1.958
C: 1.544 6.824 -1.563
C: 1.194 5.551 -1.048
H: 4.070 -0.073 -3.884
H: 3.860 -1.337 -2.688
H: 4.872 -0.038 -2.233
H: 1.843 0.208 -2.923
H: 2.852 1.590 -2.498
H: 3.380 -1.619 -0.467
H: 2.452 -1.587 1.070
H: 4.943 0.238 0.496
H: 4.990 -1.310 1.496
H: 4.103 0.123 2.136
H: 3.443 2.397 0.968
H: -0.469 3.621 1.694
H: -1.553 2.298 1.788
H: -1.978 4.927 0.265
H: -2.873 4.380 1.600
H: -3.103 3.543 0.066
H: -1.158 3.893 -2.160
H: -1.387 2.137 -2.557
H: 0.577 4.250 -3.421
H: 0.288 2.645 -4.285
H: 1.480 2.792 -2.963
H: 4.280 4.102 -1.033
H: 4.902 6.304 -2.001
H: 3.141 8.029 -2.422
H: 0.733 7.548 -1.711
H: 0.190 5.296 -0.719
N: -2.512 -0.932 -2.048
C: -3.797 -0.797 -2.280
C: -4.351 0.178 -1.474
C: -3.291 0.514 -0.632
N: -2.180 -0.134 -0.969
H: -1.857 -1.497 -2.565
H: -4.259 -1.384 -3.023
H: -5.266 0.712 -1.637
H: -3.332 1.220 0.182
C: -0.320 -0.455 4.386
S: -1.504 -0.787 3.008
O: -0.623 -1.142 1.740
C: -2.128 -2.373 3.545
C: -1.322 -3.395 4.076
C: -1.903 -4.507 4.682
C: -3.302 -4.640 4.693
C: -4.115 -3.662 4.093
C: -3.527 -2.480 3.665
H: 0.559 -1.035 4.148
H: -0.788 -0.662 5.369
H: -0.060 0.625 4.287
H: -0.232 -3.377 3.982
H: -1.286 -5.264 5.182
H: -3.750 -5.592 4.979
H: -5.195 -3.758 4.001
H: -4.096 -1.635 3.318
N: -1.916 -7.136 -0.690
C: -0.613 -6.650 -0.724
S: 0.733 -7.608 -0.856
C: -0.514 -5.172 -0.770
C: 0.515 -4.436 -1.331
C: 0.569 -3.055 -1.246
N: -0.382 -2.344 -0.631
C: -1.464 -3.003 -0.139
C: -1.566 -4.391 -0.232
H: -1.911 -8.104 -0.926
H: -2.682 -6.637 -1.182
H: 1.310 -4.874 -1.924
H: 1.321 -2.458 -1.738
H: -2.215 -2.419 0.379
H: -2.426 -4.864 0.199

Properties
**LUMO level (alpha / beta)**: -9.9 / -12.0 eV
**Spin multiplicity**: 6
**Charge**: +3
**HOMO (alpha / beta)**: -15.196 / -15.440 eV
**HOMO-LUMO gap (alpha / beta)**: 0.193 / 0.127 Eh
**Energy relative to the best compared isomer or geometry (same formula, charge and spin)**: 40.45 kcal per mole

Below is a molecular structure, C32H44N4O8PtS2SbSi3 at a distorted geometry, with properties calculated with ωB97M-V/def2-TZVPD.

CARTESIAN COORDINATES (ANGSTROEM)
Pt: 0.587 0.251 0.285
O: -3.321 1.763 1.118
C: -2.124 1.897 1.161
O: -1.450 2.701 0.351
C: -1.315 1.189 2.224
C: -2.014 0.766 3.333
C: -1.324 0.224 4.411
C: 0.052 0.136 4.345
C: 0.682 0.525 3.175
N: 0.028 1.038 2.121
H: -3.088 0.874 3.333
H: -1.858 -0.115 5.289
H: 0.640 -0.250 5.165
H: 1.750 0.416 3.050
O: 3.077 -2.691 -3.984
C: 1.740 -2.750 -4.124
C: 1.248 -3.549 -5.157
C: -0.108 -3.647 -5.378
C: -1.015 -2.946 -4.583
C: -0.538 -2.161 -3.558
C: 0.837 -2.047 -3.307
C: 1.274 -1.217 -2.176
O: 0.352 -0.541 -1.562
N: 2.563 -1.179 -1.892
N: 2.832 -0.421 -0.786
C: 3.980 -0.572 -0.251
S: 4.470 0.360 1.145
C: 5.773 -0.808 1.616
C: 6.451 -1.253 0.334
S: 5.150 -1.733 -0.840
H: 3.271 -2.168 -3.177
H: 1.962 -4.085 -5.768
H: -0.469 -4.279 -6.180
H: -2.078 -3.021 -4.765
H: -1.219 -1.616 -2.918
H: 5.303 -1.645 2.129
H: 6.457 -0.295 2.289
H: 7.081 -2.125 0.501
H: 7.045 -0.452 -0.102
O: -0.614 -1.566 1.012
C: 0.380 -2.153 1.529
O: 1.517 -1.627 1.541
C: 0.182 -3.497 2.159
C: 0.248 -4.662 1.403
C: 0.085 -5.899 2.011
C: -0.142 -5.988 3.377
C: -0.204 -4.814 4.101
C: -0.046 -3.572 3.523
N: -0.434 -4.876 5.561
O: -0.436 -3.823 6.173
O: -0.606 -5.966 6.057
H: 0.425 -4.600 0.337
H: 0.138 -6.801 1.418
H: -0.270 -6.938 3.875
H: -0.104 -2.688 4.139
C: 0.871 4.349 2.299
Si: 2.301 4.157 1.139
C: 3.867 3.655 1.999
C: 2.608 5.626 0.045
Sb: 1.668 2.194 -0.510
Si: -2.347 3.686 -0.755
C: -3.520 4.765 0.179
C: -0.972 4.727 -1.460
C: -3.120 2.626 -2.058
Si: 2.492 2.359 -2.997
C: 1.352 1.399 -4.097
C: 4.237 1.727 -2.970
C: 2.439 4.177 -3.401
H: 1.181 4.956 3.154
H: 0.533 3.384 2.667
H: 0.023 4.839 1.818
H: 4.288 4.529 2.504
H: 4.611 3.278 1.296
H: 3.687 2.880 2.745
H: 2.958 6.450 0.674
H: 1.722 5.963 -0.490
H: 3.391 5.416 -0.685
H: -3.813 5.608 -0.453
H: -3.063 5.171 1.084
H: -4.423 4.226 0.464
H: -0.423 5.240 -0.668
H: -1.387 5.492 -2.119
H: -0.264 4.138 -2.055
H: -3.352 1.633 -1.669
H: -2.474 2.517 -2.930
H: -4.061 3.072 -2.389
H: 0.432 1.092 -3.600
H: 1.848 0.499 -4.463
H: 1.079 2.020 -4.954
H: 4.262 0.646 -2.836
H: 4.839 2.190 -2.184
H: 4.702 1.960 -3.932
H: 1.432 4.506 -3.661
H: 3.080 4.336 -4.273
H: 2.809 4.816 -2.600

Properties
**LUMO level (alpha / beta)**: -5.0 / -5.0 eV
**Charge**: +1
**HOMO (alpha / beta)**: -10.266 / -10.266 eV
**HOMO-LUMO gap (alpha / beta)**: 0.193 / 0.193 Eh
**Energy relative to the best compared isomer or geometry (same formula, charge and spin)**: 22.54 kcal per mole

Look up the charge of the fifth one. +1

What is the formula in the third record? C32H44FN2O11

Which value of charge does entry 2 give? +4